*one*
Molecular formula: C6H16NS
Method: DFT, wB97M-V/def2-TZVPD

Last column: Mulliken spin population.
Cartesian coordinates (Å):
C 0.2288 -2.7758 0.6851  0.024
C 1.1315 1.5328 0.0356  -0.006
C -0.1176 0.5118 -1.8741  -0.009
C -1.3715 1.7427 -0.2384  0.005
C 0.6754 -1.3619 0.3125  -0.001
C -0.4550 -0.3542 0.4429  0.302
N -0.1764 0.9061 -0.3938  0.094
S -0.6624 0.2750 2.1519  1.424
H -0.2380 -2.7118 1.6531  0.001
H 1.2312 -3.3857 0.8194  0.001
H -0.3900 -3.0858 -0.1102  -0.008
H 1.8338 1.0028 -0.4543  -0.010
H 1.1766 2.6210 -0.1723  -0.001
H 1.3569 1.4293 1.0673  0.005
H -1.0662 0.1570 -2.0381  -0.001
H 0.1324 1.3673 -2.4310  0.004
H 0.4662 -0.3546 -2.2909  -0.008
H -2.3620 1.2330 -0.4074  0.001
H -1.3518 2.1073 0.7862  -0.005
H -1.3583 2.5642 -0.9679  -0.005
H 1.0716 -1.3233 -0.6703  -0.004
H 1.4468 -0.9831 0.9587  0.028
H -1.4507 -0.6977 0.1745  -0.020
H 0.2486 -0.4163 2.9615  0.190

The calculation puts the gap between HOMO and LUMO (spin up / spin down) at 0.1979 / 0.3098 hartree. As for the HOMO energy (spin up / spin down): -8.09 / -15.42 eV. Its charge is +1. As for the multiplicity: 3. The calculation puts the molar mass at 134.268 g mol⁻¹. The calculation puts the LUMO energy (spin up / spin down) at -2.701 / -6.990 eV.

*two*
Molecular formula: C6H16NS
Method: DFT, wB97M-V/def2-TZVPD

Last column: Mulliken spin population.
Cartesian coordinates (Å):
C 1.9056 -0.1714 0.2909  0.039
C 1.1479 2.1912 -0.1641  0.070
C -0.5560 -2.4656 0.0824  0.900
C -2.7016 0.5980 1.2168  0.011
C 0.6757 0.7902 0.2978  0.045
C -0.4301 0.1065 -0.5031  0.737
N 0.0138 -0.3100 -1.8979  -0.022
S -2.2802 0.5772 -0.5283  0.143
H 2.7113 0.1845 -0.3552  0.003
H 2.1921 -0.2455 1.3162  -0.005
H 1.6516 -1.1530 0.0963  0.001
H 1.7303 2.0584 -1.0718  -0.003
H 0.2398 2.9283 -0.1813  -0.002
H 1.7329 2.5222 0.6495  0.001
H -0.5033 -2.8633 1.1342  0.009
H 0.4173 -2.8696 -0.2960  0.014
H -1.4949 -2.4258 -0.3900  0.036
H -2.4499 1.4831 1.8074  0.004
H -2.3271 -0.3614 1.5027  -0.002
H -3.8147 0.5888 1.3796  -0.001
H 0.3562 1.0168 1.3373  0.010
H -0.8093 -0.7887 -2.3307  0.008
H 0.3052 0.4863 -2.4582  0.016
H 0.7640 -0.8977 -1.7201  -0.008

The calculation puts the gap between HOMO and LUMO (spin up / spin down) at 0.2982 / 0.2984 hartree. As for the HOMO energy (spin up / spin down): -11.39 / -13.49 eV. Its charge is +1. As for the multiplicity: 3. The calculation puts the molar mass at 134.268 g mol⁻¹. The calculation puts the LUMO energy (spin up / spin down) at -3.276 / -5.369 eV.

Which structure loses on stability? *one* does.

*one*
Molecular formula: C2H2ClNO
Method: DFT, wB97M-V/def2-TZVPD

Last column: Löwdin charge in e.
Cartesian coordinates (Å):
C -0.6351 0.2660 -1.4209  -0.346
C 0.3853 -0.1884 -0.5606  -0.586
N -1.3206 0.5039 -2.3023  0.157
O -0.2231 -0.4539 2.5828  0.037
Cl 1.8950 -0.2648 -1.2562  0.698
H 0.4343 -0.2792 0.5819  0.042
H -0.5359 0.4165 2.3754  -0.001

The calculation puts the gap between HOMO and LUMO (spin up / spin down) at 0.3846 / 0.2309 hartree. As for the HOMO energy (spin up / spin down): -11.95 / -9.20 eV. Its charge is 0. As for the multiplicity: 1. The calculation puts the molar mass at 91.497 g mol⁻¹. The calculation puts the LUMO energy (spin up / spin down) at -1.484 / -2.915 eV.

*two*
Molecular formula: C2H2ClNO
Method: DFT, wB97M-V/def2-TZVPD

Last column: Löwdin charge in e.
Cartesian coordinates (Å):
C -0.9273 -0.0895 0.4841  -0.105
C -0.0300 0.1728 -0.4791  -0.253
N 1.0446 -0.0106 0.4361  0.036
O 0.0520 -0.5502 1.2731  -0.033
Cl 0.0741 1.2626 -2.5472  0.126
H -1.8736 -0.0313 0.7918  0.082
H 1.6603 -0.7538 0.0412  0.147

The calculation puts the gap between HOMO and LUMO (spin up / spin down) at 0.3067 / 0.3067 hartree. As for the HOMO energy (spin up / spin down): -9.89 / -9.89 eV. Its charge is 0. As for the multiplicity: 1. The calculation puts the molar mass at 91.497 g mol⁻¹. The calculation puts the LUMO energy (spin up / spin down) at -1.541 / -1.540 eV.

Which structure loses on stability? *two* does.

*one*
Molecular formula: C4H10NOS
Method: DFT, wB97M-V/def2-TZVPD

Last column: Löwdin charge in e.
Cartesian coordinates (Å):
C 1.2822 0.6837 -0.8168  -0.145
C 0.3490 0.8604 0.3333  -0.525
C 0.5271 -0.2869 1.3050  -0.450
S -0.9969 -0.9537 2.2753  0.626
N -0.9988 0.9926 -0.2735  -0.054
C -1.1952 -0.3383 -1.3242  -0.408
O -2.1188 -1.2122 -0.7303  -0.424
H 2.2640 1.0057 -0.5531  0.043
H 1.4131 -0.3181 -1.2309  0.051
H 1.0612 1.2745 -1.8240  0.124
H 0.4665 1.8301 0.9332  0.132
H 1.0993 -1.1389 0.9623  0.060
H 1.0371 -0.0838 2.2239  0.009
H -0.5745 -2.2366 2.0550  -0.144
H -1.6252 0.4086 0.2899  -0.014
H -1.7366 0.3417 -1.9954  0.059
H -0.2536 -0.8289 -1.6298  0.060

The calculation puts the gap between HOMO and LUMO at 0.2208 hartree. As for the HOMO energy: -2.47 eV. Its charge is -1. As for the multiplicity: 1. The calculation puts the molar mass at 120.197 g mol⁻¹. The calculation puts the LUMO energy at 3.537 eV.

*two*
Molecular formula: C4H10NOS
Method: DFT, wB97M-V/def2-TZVPD

Last column: Löwdin charge in e.
Cartesian coordinates (Å):
C -0.9058 1.0781 0.1398  -0.155
C -1.9762 -0.9729 -0.5499  -0.189
C 2.6553 0.3627 0.5525  -0.537
C -0.8239 -0.1240 -0.7592  -0.475
N 0.5091 -1.2121 -0.1073  -0.397
O 0.4562 -1.0328 1.1154  -0.336
S 2.0261 -0.2647 -0.9854  0.595
H -0.6590 0.7022 1.1615  0.065
H -0.1993 1.9636 -0.2703  0.102
H -1.8408 1.5987 0.3524  0.043
H -2.9584 -0.6212 -1.0884  0.087
H -2.0989 -1.1503 0.5630  0.081
H -1.7971 -2.0172 -1.0352  0.082
H 2.5189 1.4287 0.6025  -0.002
H 3.6968 0.1827 0.7865  0.008
H 2.0232 0.0376 1.3021  -0.034
H -0.6263 0.0407 -1.7799  0.063

The calculation puts the gap between HOMO and LUMO (spin up / spin down) at 0.2250 / 0.2250 hartree. As for the HOMO energy (spin up / spin down): -2.21 / -2.21 eV. Its charge is -1. As for the multiplicity: 1. The calculation puts the molar mass at 120.197 g mol⁻¹. The calculation puts the LUMO energy (spin up / spin down) at 3.911 / 3.911 eV.

*three*
Molecular formula: C4H10NOS
Method: DFT, wB97M-V/def2-TZVPD

Last column: Löwdin charge in e.
Cartesian coordinates (Å):
C -1.6955 0.8225 0.9826  -0.491
O -2.6821 1.4909 0.3785  -0.357
C -0.4391 0.5873 -0.0017  -0.443
C 0.2888 -0.6630 0.3473  -0.312
C 1.5152 -0.9207 -0.5098  -0.550
S 2.8599 0.2678 -0.1046  0.660
N -0.9401 0.5445 -1.3817  0.013
H -1.2893 1.3656 1.8707  0.078
H -1.9697 -0.2185 1.3097  0.075
H 0.1886 1.4657 0.1707  0.111
H 0.6351 -0.6052 1.3784  0.098
H -0.3926 -1.5249 0.3721  0.107
H 1.3047 -0.8237 -1.5705  0.051
H 1.9332 -1.9092 -0.3461  0.053
H 3.8105 -0.6664 -0.1089  -0.187
H -1.3650 -0.3735 -1.4900  0.055
H -1.7628 1.1608 -1.2968  0.039

The calculation puts the gap between HOMO and LUMO at 0.2090 hartree. As for the HOMO energy: -2.64 eV. Its charge is -1. As for the multiplicity: 1. The calculation puts the molar mass at 120.197 g mol⁻¹. The calculation puts the LUMO energy at 3.044 eV.

Which structure loses on stability? *two* does.

*one*
Molecular formula: C3H8N2S2
Method: DFT, wB97M-V/def2-TZVPD

Last column: Löwdin charge in e.
Cartesian coordinates (Å):
C 0.9091 1.8814 1.1852  -0.137
C -0.3243 0.5102 -0.4198  -0.901
C -0.0307 -1.9043 -0.1050  -0.140
H -0.0027 2.2950 1.5996  0.072
H 1.5846 1.6951 2.0037  0.079
H 1.3543 2.5309 0.4290  0.079
H 1.2724 -0.1688 0.6927  0.135
H -0.5872 -2.8376 -0.4065  0.092
H -0.2350 -1.7587 0.9294  0.074
H 1.0172 -2.0523 -0.2195  0.069
H -2.5803 -0.7382 -2.0149  -0.132
N 0.5908 0.6128 0.6031  -0.088
N -0.4997 -0.7741 -0.8889  -0.571
S -1.1400 1.8244 -1.0534  0.596
S -1.3285 -1.1157 -2.3348  0.771

The calculation puts the gap between HOMO and LUMO at 0.3184 hartree. As for the HOMO energy: -8.07 eV. Its charge is 0. As for the multiplicity: 1. The calculation puts the molar mass at 136.245 g mol⁻¹. The calculation puts the LUMO energy at 0.592 eV.

*two*
Molecular formula: C3H8N2S2
Method: DFT, wB97M-V/def2-TZVPD

Last column: Löwdin charge in e.
Cartesian coordinates (Å):
C -1.4037 -0.9860 0.3586  -0.782
C 0.4463 2.4334 -0.0534  -0.160
C 0.7879 1.0327 0.4072  -0.482
N -1.0619 -2.1778 -0.1211  -0.002
N 1.2943 -1.3350 -0.0240  -0.438
S -2.3706 0.0066 -0.5651  0.560
S 1.6577 0.1009 -0.6535  0.954
H -0.6240 2.3378 -0.3224  0.042
H 1.0259 2.6757 -0.9374  0.058
H 0.5559 3.0488 0.8953  0.098
H 0.5024 0.5647 1.2348  -0.002
H -0.2662 -2.7051 -0.0259  0.038
H -1.2788 -2.1436 -1.1189  0.079
H -1.0646 -0.7801 1.3999  0.079
H 1.7994 -2.0728 -0.4742  -0.040

The calculation puts the gap between HOMO and LUMO (spin up / spin down) at 0.2807 / 0.2803 hartree. As for the HOMO energy (spin up / spin down): -7.94 / -7.93 eV. Its charge is 0. As for the multiplicity: 1. The calculation puts the molar mass at 136.245 g mol⁻¹. The calculation puts the LUMO energy (spin up / spin down) at -0.300 / -0.304 eV.

Which structure loses on stability? *two* does.